Record 1
# C33H40AsBrI2N6O3RuSeSi2

A structure of composition C33H40AsBrI2N6O3RuSeSi2 (wB97M-V/def2-TZVPD, the OMol25 dataset).

Geometry (Å):
I -2.53563 4.05029 1.98378
I 1.44999 2.34047 3.33035
Ru -0.60936 -0.14080 -0.36855
Br 2.95224 5.49704 3.87257
Se -2.11580 0.36833 4.32477
As -2.45173 -1.73695 -0.64203
Si -2.59839 -3.95540 0.19396
Si -3.71413 -1.73219 -2.65120
O 3.86841 0.57483 -5.95171
O 4.37697 2.59272 -5.44638
O -2.09113 1.30082 -0.99645
N 0.73151 -1.53042 0.48441
N 3.77575 1.56265 -5.25600
N -1.14035 0.29840 1.55207
N -2.40361 3.48928 -1.33981
N 0.61070 1.58815 -0.61723
N 0.38526 -0.50554 -2.20788
C 0.40782 -1.65852 -2.85660
C -2.37867 -5.20511 -1.18387
C 4.08696 -0.04317 1.12044
C 2.02626 -1.24135 2.54136
C -1.22344 -4.13964 1.45928
C -1.51283 0.31382 2.65996
C 3.16745 -0.80910 3.20133
C 1.26798 3.84873 -0.19224
C 0.57169 2.67480 0.12559
C -2.51762 2.38756 -0.59330
C 3.10843 4.13861 5.18163
C 2.54663 2.88027 5.01332
C 1.92627 -1.06953 1.17052
C 2.85204 2.64563 -3.33418
C 2.04437 -0.89150 -4.42704
C -2.77051 -2.60188 -4.01754
C 2.06846 2.73236 -2.14802
C 3.97420 3.48190 7.32238
C 2.87284 1.51415 -4.07324
C -4.25112 -4.14710 1.03990
C -3.26645 2.49880 0.71062
C 3.82052 4.43982 6.33528
C 2.04062 3.87444 -1.32212
C 2.07569 0.34633 -3.74881
C 1.24747 0.46688 -2.61468
C -4.07336 0.02880 -3.15834
C 1.23018 -1.89050 -3.95579
C 4.19741 -0.20790 2.49428
C 3.41451 2.22251 7.16132
C 1.31162 1.62448 -1.77298
C 2.70242 1.92456 6.01216
C -5.29891 -2.65049 -2.27365
C 2.95079 -0.47361 0.45236
H 4.89089 0.42233 0.56505
H 2.61606 4.75086 -1.59178
H 1.20909 -1.68965 3.09591
H -4.60746 0.56812 -2.37481
H -5.98603 -2.56923 -3.11998
H -5.08273 -3.96203 0.35922
H -1.95512 3.42803 -2.23861
H -3.19217 -5.17048 -1.91001
H 3.52514 1.47183 7.93227
H 1.19793 -2.85435 -4.44389
H -5.12450 -3.71261 -2.09327
H -1.22748 -3.30311 2.16461
H -2.54237 -3.63963 -3.76940
H 5.08513 0.13185 3.01049
H 3.45895 3.48586 -3.63963
H -1.38162 -5.04827 2.04538
H -1.84415 -2.08883 -4.27663
H 2.66030 -1.05381 -5.29117
H 4.52805 3.72425 8.21924
H -3.40146 -2.60431 -4.91137
H 1.01736 -2.20809 -0.21972
H 2.87436 -0.35799 -0.62404
H -2.36797 -6.20834 -0.74897
H 2.24550 0.95195 5.88908
H -3.15621 0.57617 -3.38022
H -1.43707 -5.06855 -1.72009
H -0.28771 -2.41257 -2.51094
H -4.33850 -3.45338 1.87808
H -0.23892 -4.22609 0.99380
H 0.16724 -2.04368 1.15376
H -2.72773 4.37957 -0.99889
H 4.24830 5.42561 6.45253
H -0.03819 2.61511 1.01670
H -3.17633 1.56934 1.25730
H -4.35576 -5.16312 1.42887
H 3.24710 -0.94098 4.27218
H 1.19881 4.69687 0.47451
H -5.80083 -2.23654 -1.39746
H -4.31251 2.72470 0.51335
H -4.69785 0.01645 -4.05548

For the energy above the lowest of the compared OMol25 structures with the same formula, charge and spin, the calculation gives 88.23 kJ/mol. As for the multiplicity: 2. As for the charge: +1. The calculation puts the maximum force at 0.67 eV/Å. For the gap between HOMO and LUMO (alpha / beta), the calculation gives 5.67 / 5.44 eV.

Mulliken atomic charge list, values in e, 2 entries:
1. I 0.13
2. I 0.32

Record 2
# H42O21

A cluster of 21 separate species, H42O21 in total in a non-equilibrium geometry (wB97M-V/def2-TZVPD, the OMol25 dataset).

Geometry (Å):
O 2.38139 1.40891 3.92455
O 2.79096 2.94610 -0.33883
O 3.52116 1.14686 -2.25579
O 0.97525 -0.80339 3.96646
O 1.41884 2.72302 -4.11166
O 0.12888 4.50003 2.43468
O -3.15701 -3.52002 1.05368
O 1.92921 -2.88004 -2.70843
O 0.74303 0.17025 -3.52079
O 1.23266 -2.15387 1.04343
O 2.81058 0.51970 0.92082
O -1.53920 -3.13028 3.64233
O -4.02728 2.59614 -1.46507
O -1.35147 -1.58583 1.62483
O -0.12423 1.30178 -0.77525
O 1.18134 1.62024 1.89100
O -1.91292 1.78321 -2.53713
O -3.23694 0.06308 1.18447
O -0.38302 -1.11936 -1.08067
O -0.08943 -4.46499 -1.26766
O -3.44648 -1.58371 -1.31729
H -3.59209 0.76133 1.74790
H 3.16214 1.92363 -1.91730
H -0.47226 -1.30680 1.56510
H 0.28587 3.42662 2.62773
H -3.44117 -1.46242 -0.39986
H 1.75211 -1.39261 1.27485
H 1.89582 -1.07766 4.18037
H -1.16032 -0.41866 -0.91523
H 1.14046 -0.60596 -3.02825
H -0.56962 -0.82024 -2.13304
H -0.00058 4.55366 1.55627
H -3.47441 1.73709 -1.27400
H 0.88623 -1.80840 0.23983
H 1.80424 3.64236 -3.99063
H 0.14019 -3.49318 -0.97496
H -2.48030 -3.07583 0.52708
H -1.10323 -2.95189 2.77704
H 2.54484 -2.20711 -2.59769
H -3.64743 -0.23736 0.47096
H -4.75032 2.36463 -1.20822
H 0.84692 -0.53373 4.91787
H 1.98133 2.03976 -3.73625
H 0.91419 0.02939 -4.48474
H 3.48351 0.36249 0.28792
H -0.98537 -4.20740 -1.37416
H -2.43501 -2.63633 3.48689
H -1.08052 1.27688 -0.90170
H 0.39058 1.45678 -1.69424
H 2.91908 1.28862 3.08804
H -1.09154 1.76323 -3.04926
H -1.69511 -0.73523 1.82565
H 3.21691 3.55430 0.29552
H 2.14451 -3.64194 -2.18101
H 1.81165 2.92405 -0.05378
H -2.78929 -3.76924 1.89952
H 2.24441 2.39942 4.07372
H -3.45623 -2.51123 -1.48751
H 2.35776 0.92944 0.04478
H 0.88439 0.96729 2.49975
H -2.45788 2.50658 -2.83037
H 0.85434 1.27134 1.00937
H 4.46432 1.47431 -2.71405

For the energy above the lowest of the compared OMol25 structures with the same formula, charge and spin, the calculation gives 623.78 kJ/mol. As for the multiplicity: 2. As for the charge: -1. The calculation puts the maximum force at 15.04 eV/Å. For the gap between HOMO and LUMO (alpha / beta), the calculation gives 2.35 / 9.71 eV.

Mulliken atomic charge list, values in e, 2 entries:
1. O -0.57
2. O 0.01

Record 3
# C4H4N2O

An isolated molecule of C4H4N2O (wB97M-V/def2-TZVPD, the OMol25 dataset).

Geometry (Å):
O -0.83736 -1.06300 -2.14166
N 0.42677 0.80686 0.62682
N 0.00535 0.79210 -1.09148
C -0.39592 -0.62467 -1.11370
C -0.79416 1.34273 -0.10557
C -0.14506 -1.33368 0.15573
C 0.47996 -0.53324 1.02202
H -0.75128 2.43809 -0.12119
H -0.33051 -2.39379 0.26053
H 1.00437 -0.78272 1.93865
H 1.30005 1.32301 0.57324

For the energy above the lowest of the compared OMol25 structures with the same formula, charge and spin, the calculation gives 531.32 kJ/mol. The calculation puts the maximum force at 0.54 eV/Å. For the gap between HOMO and LUMO (alpha / beta), the calculation gives 7.68 / 7.67 eV.

Mulliken atomic charge list, values in e, 2 entries:
1. O -0.47
2. N -0.04

Record 4
# C14H27GeOSi

A structure of composition C14H27GeOSi in a non-equilibrium geometry (wB97M-V/def2-TZVPD, the OMol25 dataset).

Geometry (Å):
Ge 4.46250 -2.46534 8.47254
Si 1.55439 -1.84473 9.21902
O 1.91798 -1.31795 5.73762
C 6.31651 -2.82004 8.99684
C -0.93065 -0.56423 4.97800
C 0.50384 -3.14498 9.99603
C -2.45027 -2.82808 4.32999
C 2.56580 -1.47068 4.42932
C -2.09934 -0.44461 4.21310
C 0.85801 -2.10157 6.12288
C 3.28465 -2.19841 9.99800
C 1.05256 -0.22743 9.98970
C -1.27529 -2.95923 5.07292
C 3.90437 -3.97342 7.34234
C -2.86193 -1.57789 3.84529
C -0.47752 -1.82747 5.42894
C 4.53717 -0.87271 7.32766
H 6.72404 -1.95762 9.54513
H 4.96986 -0.04240 7.91180
H 3.58979 -1.33324 10.63144
H 2.85477 -3.89525 7.02724
H 5.21731 -1.14779 6.49641
H 6.36984 -3.72395 9.62078
H 1.08245 -3.27054 6.02577
H 3.19796 -3.11438 10.63274
H 3.44273 -2.14021 4.56837
H 6.88448 -2.97376 8.06541
H -2.99665 -3.76204 4.10347
H 1.60892 0.64777 9.58995
H 1.11485 -1.81029 7.53694
H 2.86858 -0.42122 4.19662
H 0.75192 -3.00988 11.06099
H -0.90571 -3.93439 5.43942
H 1.87987 -1.86454 3.66082
H -0.04084 -0.10944 9.86006
H 4.06896 -4.90636 7.90814
H -0.55252 -2.89550 9.80918
H -2.41793 0.51937 3.83556
H 1.29741 -0.40571 11.06211
H 4.56940 -3.94218 6.45742
H -3.72990 -1.51671 3.17384
H 3.54815 -0.60155 6.92941
H 0.75794 -4.16484 9.65821
H -0.36739 0.32567 5.25914

For the energy above the lowest of the compared OMol25 structures with the same formula, charge and spin, the calculation gives 184.40 kJ/mol. As for the charge: +1. The calculation puts the maximum force at 3.04 eV/Å. For the gap between HOMO and LUMO, the calculation gives 7.02 eV.

Mulliken atomic charge list, values in e, 2 entries:
1. Ge 0.25
2. Si 0.14

Record 5
# C27H62NO2S

A cluster of 4 separate species, C27H62NO2S in total in a non-equilibrium geometry (wB97M-V/def2-TZVPD, the OMol25 dataset).

Geometry (Å):
S -0.08844 1.53482 -6.26886
O -0.35751 1.66420 -7.70487
O 0.12907 2.81823 -5.55565
N 1.53633 0.30905 -4.45746
C 2.66285 1.00313 -3.76091
C 1.39704 0.47982 -5.95060
C -6.14646 -5.91005 5.79621
C -4.24681 -5.29311 3.38170
C -1.67016 -0.95650 0.47980
C -1.47037 0.11261 2.82252
C 4.13357 0.62927 -4.11626
C 1.18974 -1.00790 -3.87214
C -3.89466 0.90749 2.87889
C -4.53517 -3.81524 3.12161
C 4.71756 3.11273 -4.54403
C -0.87632 -2.21596 0.80746
C -2.90476 -0.19177 3.24903
C 4.32020 -0.80297 -4.70576
C 4.03772 5.64516 1.63034
C -1.25641 0.25399 1.31533
C 2.38467 0.52419 -2.26530
C 3.31143 3.17820 1.43076
C -5.11630 -3.54561 1.73780
C 1.46340 3.37782 3.17922
C 4.27297 4.19456 2.04917
C 1.30328 -0.66239 -2.34163
C 4.22160 5.88112 0.13502
C 4.83134 1.63933 -5.07394
C -6.58232 -5.83635 4.33715
C -5.47292 -6.20801 3.35351
C 1.82864 3.43756 1.70002
H -3.74321 -5.38835 4.34804
H 0.19442 -2.05077 0.65600
H -3.95667 1.04819 1.79766
H -5.89128 -6.22678 2.34250
H 0.35986 -0.20697 -1.98827
H -6.98183 -5.66698 6.45507
H 1.95329 1.43928 -1.83034
H -3.53064 -5.65230 2.63464
H 0.39131 3.53754 3.30890
H 3.47081 3.13879 0.34688
H -3.59775 -3.25917 3.21700
H 0.72736 0.85738 -4.12953
H 3.22211 0.06673 -1.73160
H -0.19408 0.46115 1.13488
H 3.81371 -0.87535 -5.68438
H -1.51725 -0.71192 -0.57787
H 1.20446 -0.50224 -6.41714
H 4.69186 0.64708 -3.16620
H -1.14423 1.03961 3.30498
H 1.91398 -1.81054 -4.08971
H -1.14515 0.90896 -5.62059
H -4.89423 0.65358 3.23476
H -5.14473 -7.23202 3.55947
H 4.07558 6.93543 -0.10428
H 5.66997 3.64717 -4.65416
H 4.21989 4.12920 3.13928
H -5.20757 -3.41585 3.88583
H 3.03995 5.97383 1.93354
H 5.29576 3.90904 1.78232
H -5.27137 -2.47372 1.59249
H -3.23537 -1.14220 2.82243
H -4.43815 -3.89779 0.95605
H 5.90662 1.38466 -5.04713
H -6.96588 -4.83540 4.11906
H 4.02228 -1.60320 -4.01188
H 5.39932 -0.92866 -4.89470
H 2.41017 2.06918 -3.88741
H -0.81477 -0.67260 3.21092
H 0.24672 -1.45618 -4.21759
H -3.60713 1.85855 3.33231
H 3.50323 5.30731 -0.45529
H 1.98184 4.14527 3.75536
H 1.52872 4.40464 1.28654
H 3.57097 2.18247 1.80750
H 5.22875 5.59994 -0.18178
H -7.41990 -6.52337 4.18833
H 2.29537 0.92169 -6.40396
H 1.54644 -1.51875 -1.70155
H -2.92172 -0.32143 4.33461
H -1.18713 -3.03783 0.15863
H 4.51925 1.52939 -6.12601
H -6.08039 -4.03812 1.60213
H -2.73853 -1.15762 0.59521
H -5.80073 -6.91486 6.04857
H 1.24248 2.68101 1.16644
H 1.71334 2.40191 3.60200
H -1.03055 -2.53651 1.83828
H -1.79775 1.13275 0.95117
H 4.74555 6.27870 2.17136
H 3.88736 3.63670 -5.03950
H -5.34155 -5.20571 6.01408
H 4.48400 3.07865 -3.46248

As for the charge: +1. The calculation puts the maximum force at 4.71 eV/Å. For the gap between HOMO and LUMO, the calculation gives 9.15 eV.

Mulliken atomic charge list, values in e, 2 entries:
1. S 0.88
2. O -0.55

The highest maximum force belongs to which entry?
H42O21

What did the third record say?
# C4H4N2O

An isolated molecule of C4H4N2O (wB97M-V/def2-TZVPD, the OMol25 dataset).

Geometry (Å):
O -0.83736 -1.06300 -2.14166
N 0.42677 0.80686 0.62682
N 0.00535 0.79210 -1.09148
C -0.39592 -0.62467 -1.11370
C -0.79416 1.34273 -0.10557
C -0.14506 -1.33368 0.15573
C 0.47996 -0.53324 1.02202
H -0.75128 2.43809 -0.12119
H -0.33051 -2.39379 0.26053
H 1.00437 -0.78272 1.93865
H 1.30005 1.32301 0.57324

For the energy above the lowest of the compared OMol25 structures with the same formula, charge and spin, the calculation gives 531.32 kJ/mol. The calculation puts the maximum force at 0.54 eV/Å. For the gap between HOMO and LUMO (alpha / beta), the calculation gives 7.68 / 7.67 eV.

Mulliken atomic charge list, values in e, 2 entries:
1. O -0.47
2. N -0.04

Please write out number 3 again, unchanged.
# C4H4N2O

An isolated molecule of C4H4N2O (wB97M-V/def2-TZVPD, the OMol25 dataset).

Geometry (Å):
O -0.83736 -1.06300 -2.14166
N 0.42677 0.80686 0.62682
N 0.00535 0.79210 -1.09148
C -0.39592 -0.62467 -1.11370
C -0.79416 1.34273 -0.10557
C -0.14506 -1.33368 0.15573
C 0.47996 -0.53324 1.02202
H -0.75128 2.43809 -0.12119
H -0.33051 -2.39379 0.26053
H 1.00437 -0.78272 1.93865
H 1.30005 1.32301 0.57324

For the energy above the lowest of the compared OMol25 structures with the same formula, charge and spin, the calculation gives 531.32 kJ/mol. The calculation puts the maximum force at 0.54 eV/Å. For the gap between HOMO and LUMO (alpha / beta), the calculation gives 7.68 / 7.67 eV.

Mulliken atomic charge list, values in e, 2 entries:
1. O -0.47
2. N -0.04

Which formula does entry 4 have?
C14H27GeOSi